No. 1
The following is a quantum chemistry calculation of a cluster of 3 separate species, C5H15NO3 in total at a distorted geometry, from the Open Molecules 2025 dataset.

Computed properties:
- Gap between HOMO and LUMO: 10.40 eV
- Energy above the lowest of the compared OMol25 structures with the same formula, charge and spin: 307.2 kJ/mol
- HOMO energy: -9.852 eV
- SMILES: CCC[C@H](N)C=O.O.O
- 2S+1: 1
- LUMO level: 0.549 eV

Geometry (Å):
C -0.525 0.264 2.167
C -0.460 -0.749 1.091
C -0.213 0.081 -0.228
C 0.972 -0.461 -0.986
N 1.724 0.470 -1.873
C 0.489 -1.512 -1.925
O -0.137 -1.124 -2.884
H -1.341 1.056 2.266
H -0.763 -0.229 3.136
H 0.370 0.902 2.221
H -1.256 -1.423 0.971
H 0.367 -1.499 1.418
H -1.029 -0.049 -0.878
H -0.110 1.193 -0.171
H 1.808 -0.797 -0.338
H 2.256 -0.064 -2.593
H 1.031 1.112 -2.413
H 0.934 -2.555 -1.867
O -3.837 -0.311 0.501
H -3.074 -0.623 0.809
H -3.827 0.156 -0.280
O 1.933 2.303 0.831
H 1.825 1.551 0.153
H 2.863 2.310 0.873

No. 2
The following is a quantum chemistry calculation of a cluster of 3 separate species, C5H15NO3 in total at a distorted geometry, from the Open Molecules 2025 dataset.

Computed properties:
- Gap between HOMO and LUMO: 9.89 eV
- Energy above the lowest of the compared OMol25 structures with the same formula, charge and spin: 222.5 kJ/mol
- HOMO energy: -9.268 eV
- SMILES: CC(C)N(C)C=O.O.O
- 2S+1: 1
- LUMO level: 0.620 eV

Geometry (Å):
C 0.752 1.453 -2.008
C 1.412 1.000 -0.658
C 2.423 -0.159 -0.700
N 0.425 0.680 0.466
C -0.168 1.772 1.083
C -0.230 -0.541 0.554
O 0.069 -1.584 0.021
H -0.281 1.121 -2.011
H 0.761 2.563 -2.020
H 1.204 1.134 -2.968
H 1.980 1.893 -0.384
H 3.028 -0.189 -1.766
H 1.888 -1.132 -0.404
H 3.159 -0.017 0.097
H 0.586 2.360 1.606
H -0.583 2.498 0.375
H -0.748 1.618 1.957
H -1.090 -0.393 1.265
O -3.056 -0.850 1.406
H -2.945 -1.831 1.342
H -3.451 -0.638 2.300
O -1.841 -3.847 0.207
H -2.098 -3.333 -0.520
H -1.197 -3.576 0.761

No. 3
The following is a quantum chemistry calculation of a cluster of 5 separate species, C5H15NO4 in total at a distorted geometry, from the Open Molecules 2025 dataset.

Computed properties:
- Gap between HOMO and LUMO (alpha / beta): 10.74 / 6.48 eV
- Energy above the lowest of the compared OMol25 structures with the same formula, charge and spin: 42.6 kJ/mol
- HOMO energy (alpha / beta): -14.130 / -13.932 eV
- 2S+1: 2
- Total charge: +1
- LUMO level (alpha / beta): -3.389 / -7.450 eV

Geometry (Å):
C -1.001 -1.764 1.984
C -0.280 -1.358 0.765
C -0.533 -0.590 -0.339
N 0.659 -0.330 -1.078
C 1.732 -0.873 -0.390
C 1.193 -1.621 0.660
H -0.400 -2.023 2.846
H -1.647 -1.065 2.311
H -1.485 -2.743 1.824
H -1.458 -0.460 -0.767
H 0.697 0.370 -1.758
H 2.699 -0.922 -0.901
H 1.671 -2.320 1.196
H -1.568 1.751 2.497
H -1.596 1.528 0.843
O -1.076 1.761 1.693
H 1.422 2.516 -2.492
H 1.654 2.429 -1.009
O 1.746 1.996 -1.808
H 2.164 2.075 1.250
H 0.644 2.775 1.169
O 1.550 2.849 0.795
H -3.569 -0.892 -1.873
H -3.402 -2.389 -1.505
O -3.108 -1.741 -2.199

No. 4
The following is a quantum chemistry calculation of the ion C5H15NP with charge +1 at a distorted geometry, from the Open Molecules 2025 dataset.

Computed properties:
- Gap between HOMO and LUMO (alpha / beta): 6.64 / 7.10 eV
- Energy above the lowest of the compared OMol25 structures with the same formula, charge and spin: 227.4 kJ/mol
- HOMO energy (alpha / beta): -9.800 / -14.443 eV
- 2S+1: 3
- Total charge: +1
- LUMO level (alpha / beta): -3.161 / -7.340 eV

Geometry (Å):
C -1.810 -0.124 0.790
C -0.648 1.996 0.049
C 0.342 -0.613 -1.536
C -0.498 0.556 0.650
C 0.560 -0.339 -0.125
N 0.519 -1.611 0.584
P 2.579 0.360 0.425
H -2.064 -0.389 -0.219
H -2.546 0.695 1.075
H -1.865 -0.895 1.537
H -1.339 1.791 -0.839
H 0.230 2.313 -0.560
H -1.166 2.752 0.460
H 1.100 -1.335 -1.919
H 0.394 0.313 -2.115
H -0.672 -1.072 -1.681
H -0.206 0.680 1.749
H 0.639 -1.390 1.573
H -0.452 -1.820 0.694
H 1.234 -2.182 0.290
H 2.745 1.157 -0.711
H 2.924 -0.841 -0.172

No. 5
The following is a quantum chemistry calculation of a cluster of 2 separate species, C5H15NS in total at a distorted geometry, from the Open Molecules 2025 dataset.

Computed properties:
- Gap between HOMO and LUMO: 7.11 eV
- Energy above the lowest of the compared OMol25 structures with the same formula, charge and spin: 146.7 kJ/mol
- HOMO energy: -6.870 eV
- 2S+1: 1
- LUMO level: 0.239 eV

Geometry (Å):
C -3.283 -1.279 -0.487
C -1.895 -0.671 -0.223
S -1.714 -0.104 1.496
H -4.080 -0.526 -0.310
H -3.454 -2.161 0.159
H -3.368 -1.611 -1.537
H -1.751 0.173 -0.935
H -1.135 -1.422 -0.482
C 1.845 0.353 0.813
C 1.097 0.680 -0.493
C 2.062 1.248 -1.553
N 0.949 -0.119 1.894
H 2.599 -0.415 0.592
H 2.350 1.255 1.151
H 0.286 1.406 -0.256
H 0.633 -0.268 -0.847
H 2.523 2.152 -1.210
H 2.888 0.507 -1.767
H 1.558 1.449 -2.469
H 0.259 0.629 2.187
H 0.217 -0.810 1.528
H 1.414 -0.465 2.747

No. 6
The following is a quantum chemistry calculation of a cluster of 2 separate species, C5H15NSi in total at a distorted geometry, from the Open Molecules 2025 dataset.

Computed properties:
- Gap between HOMO and LUMO: 9.01 eV
- Energy above the lowest of the compared OMol25 structures with the same formula, charge and spin: 340.7 kJ/mol
- HOMO energy: -8.391 eV
- SMILES: C=[SiH]C.CC(C)N
- 2S+1: 1
- LUMO level: 0.614 eV

Geometry (Å):
C -0.254 -0.101 -1.981
Si 1.067 -0.062 -3.072
C 2.106 1.355 -3.864
H -0.475 -0.923 -1.360
H -0.771 0.842 -1.682
H 1.303 -1.342 -3.527
H 1.573 2.039 -4.536
H 2.462 1.945 -2.964
H 2.951 1.025 -4.410
C -1.770 0.730 1.199
C -0.988 -0.557 1.677
C 0.488 -0.200 1.787
N -1.218 -1.758 0.871
H -1.708 1.586 1.710
H -1.311 0.944 0.142
H -2.777 0.456 1.025
H -1.285 -0.874 2.708
H 0.457 0.533 2.539
H 0.987 0.212 0.774
H 1.214 -0.971 2.003
H -0.683 -1.805 -0.046
H -2.234 -1.786 0.564

No. 7
The following is a quantum chemistry calculation of a cluster of 2 separate species, C5H15NSi in total at a distorted geometry, from the Open Molecules 2025 dataset.

Computed properties:
- Gap between HOMO and LUMO (alpha / beta): 7.72 / 9.13 eV
- Energy above the lowest of the compared OMol25 structures with the same formula, charge and spin: 546.3 kJ/mol
- HOMO energy (alpha / beta): -8.269 / -8.976 eV
- 2S+1: 1
- LUMO level (alpha / beta): -0.545 / 0.159 eV

Geometry (Å):
C -1.546 -0.053 0.804
C -1.085 1.200 -1.506
C -0.867 -1.304 -1.190
C 1.603 -1.427 1.745
C -0.712 0.106 -0.511
N 0.700 0.321 -0.248
Si 1.717 1.618 0.476
H -2.692 -0.147 0.761
H -1.071 -0.901 1.256
H -1.239 0.818 1.533
H -0.463 1.072 -2.367
H -0.601 2.080 -0.978
H -2.235 1.335 -1.796
H -1.989 -1.474 -1.229
H -0.426 -1.316 -2.163
H -0.447 -2.074 -0.519
H 1.099 -0.979 2.538
H 1.167 -2.275 1.228
H 2.654 -1.346 1.615
H 1.514 2.922 0.063
H 1.169 1.638 1.878
H 2.990 0.924 -0.067

No. 8
The following is a quantum chemistry calculation of a cluster of 2 separate species, C5H15OPSi in total at a distorted geometry, from the Open Molecules 2025 dataset.

Computed properties:
- Gap between HOMO and LUMO: 8.62 eV
- Energy above the lowest of the compared OMol25 structures with the same formula, charge and spin: 319.9 kJ/mol
- HOMO energy: -8.137 eV
- SMILES: C=[Si](C)C.CP(C)O
- 2S+1: 1
- LUMO level: 0.481 eV

Geometry (Å):
C -1.246 -0.848 -0.614
Si -2.630 0.194 -0.247
C -2.617 2.212 -0.283
C -4.486 -0.386 -0.049
H -0.200 -0.712 -0.322
H -1.554 -1.937 -0.772
H -3.461 2.362 0.304
H -1.719 2.575 0.152
H -2.619 2.455 -1.407
H -4.604 -0.194 1.027
H -5.355 -0.022 -0.523
H -4.776 -1.474 -0.157
C 2.114 0.039 1.120
P 3.214 0.388 -0.335
C 3.555 -1.392 -0.817
O 4.702 0.539 0.542
H 2.081 -1.028 1.197
H 2.717 0.394 1.967
H 1.114 0.478 1.138
H 4.630 -1.423 -0.619
H 3.085 -2.167 -0.199
H 3.319 -1.504 -1.857
H 4.735 1.451 0.754